Entry w
An isolated molecule of C3H4N2OS, computed with ωB97M-V/def2-TZVPD.

Structure (XYZ):
```
11
Properties=species:S:1:pos:R:3:mulliken_charge:R:1
C 0.817 0.238 -3.530 -0.47
C -0.096 0.729 0.096 0.35
C -0.423 0.209 1.403 -0.68
N 0.699 1.328 -0.587 0.61
N 1.207 2.038 -1.444 -0.94
O 2.714 2.418 -3.412 -0.52
S 1.870 1.330 -2.861 0.59
H 1.182 0.221 -4.583 0.28
H 0.552 0.366 2.001 0.25
H -0.982 -0.782 1.380 0.29
H -1.111 1.078 1.739 0.24
```

For the orbital gap, the calculation gives 8.070 eV. Its charge is 0. The calculation puts the HOMO energy at -8.8 eV.



Entry x
An isolated molecule of C3H4N2OS, computed with ωB97M-V/def2-TZVPD.

Structure (XYZ):
```
11
Properties=species:S:1:pos:R:3:mulliken_charge:R:1
S -3.087 0.028 0.317 -0.10
N -1.640 -0.824 -0.316 -0.40
C -0.198 -0.193 -0.103 0.54
N 0.264 1.002 -0.382 -0.51
C 1.590 0.972 -0.044 -0.20
C 1.853 -0.290 0.398 -0.41
O 0.721 -1.022 0.327 -0.30
H -2.764 1.076 -0.378 0.15
H -1.529 -1.794 -0.122 0.30
H 2.089 1.821 -0.238 0.48
H 2.702 -0.776 0.541 0.46
```

Its structure (SMILES) is SNc1ncco1. For the orbital gap, the calculation gives 9.147 eV. Its charge is 0. The calculation puts the HOMO energy at -8.6 eV.



Entry y
An isolated molecule of C3H4N2OS, computed with ωB97M-V/def2-TZVPD.

Structure (XYZ):
```
11
Properties=species:S:1:pos:R:3:mulliken_charge:R:1
C 0.530 -1.072 -0.763 0.11
C -0.591 -0.370 -1.332 -0.43
C 1.025 0.246 1.174 0.18
N 1.137 -0.769 0.321 -0.46
N -0.030 0.458 1.856 -0.59
O -2.628 1.254 -1.150 -0.53
S -1.661 0.482 -0.295 0.50
H 0.966 -2.025 -1.253 0.32
H -0.703 -0.124 -2.373 0.37
H 2.078 0.652 1.290 0.32
H -0.122 1.267 2.525 0.20
```

For the orbital gap (spin up / spin down), the calculation gives 8.318 / 8.318 eV. Its charge is 0. The calculation puts the HOMO energy (spin up / spin down) at -9.5 / -9.5 eV.



The most stable arrangement is entry x, and the next structure is 0.814 eV less stable.



Entry w
An isolated molecule of C3H4N2OS, computed with ωB97M-V/def2-TZVPD.

Structure (XYZ):
```
11
Properties=species:S:1:pos:R:3:mulliken_charge:R:1
O 1.313 -1.051 -1.851 -0.55
C 1.469 -0.338 -0.856 0.10
N 0.490 0.267 -0.160 0.55
C -0.919 -0.612 -0.460 -0.46
S -1.981 -0.005 0.906 -0.15
C -0.641 1.038 1.556 0.00
N 0.432 1.077 0.869 -0.93
H 2.546 -0.123 -0.560 0.36
H -1.240 -0.244 -1.429 0.34
H -0.481 -1.591 -0.433 0.38
H -0.989 1.582 2.418 0.37
```

Its structure (SMILES) is O=CN1CSC=N1. For the orbital gap, the calculation gives 9.435 eV. Its charge is 0. The calculation puts the HOMO energy at -8.9 eV.



Entry x
An isolated molecule of C3H4N2OS, computed with ωB97M-V/def2-TZVPD.

Structure (XYZ):
```
11
Properties=species:S:1:pos:R:3:mulliken_charge:R:1
C -1.356 -0.485 0.160 0.06
C -0.676 -1.039 1.189 -0.38
C 0.018 1.257 -0.874 0.01
N -0.858 0.466 -0.600 -0.17
N 0.984 1.612 -1.735 -0.36
O 1.433 -1.651 2.486 -0.55
S 1.007 -0.798 1.404 0.26
H -2.367 -0.907 0.025 0.31
H -1.275 -1.784 1.682 0.30
H 1.440 2.488 -1.772 0.27
H 1.649 0.841 -1.964 0.26
```

For the orbital gap (spin up / spin down), the calculation gives 7.063 / 6.586 eV. Its charge is 0. The calculation puts the HOMO energy (spin up / spin down) at -7.4 / -7.0 eV.



The most stable arrangement is entry w, and the next structure is 1.712 eV less stable.